Record 1
Computed, not measured: a molecular structure, C50H46Cl2KN5O3P2, with ωB97M-V with the def2-TZVPD basis set.

Values from the calculation:
Charge = 0
E_LUMO = 0.24 eV
E = -4635.58289 Eh
HOMO level = -7.1 eV
Energy relative to the best compared isomer or geometry (same formula, charge and spin) = 3.38 kJ/mol
Orbital gap = 7.4 eV

Each line ends with the Löwdin charge.
CARTESIAN COORDINATES (ANGSTROEM)
K (-0.283985, -0.118079, 0.211018)  0.6178
Cl (1.188545, -7.728089, 1.297120)  0.6235
C (0.717758, -6.045291, 1.331895)  -0.6798
C (-0.269645, -5.628419, 2.244405)  -0.1351
C (-0.646750, -4.319738, 2.289083)  -0.5726
Cl (-1.858139, -3.814641, 3.434850)  0.6779
C (-0.080749, -3.295483, 1.433445)  -0.4360
O (-0.430717, -2.094101, 1.524009)  -0.2180
C (0.914565, -3.783779, 0.513990)  -0.1369
C (1.609506, -2.911994, -0.403984)  -0.2257
O (1.449777, -1.711615, -0.587501)  -0.1251
C (1.292832, -5.141024, 0.493385)  -0.0868
H (-0.725626, -6.345686, 2.914006)  0.1031
H (2.387226, -3.433345, -1.001621)  0.1249
H (2.059524, -5.462890, -0.203099)  0.1097
C (-5.898947, 0.295826, 0.539183)  -0.0748
N (-5.378452, -0.266610, -0.692450)  -0.1727
C (-5.980116, 0.333699, -1.881425)  -0.0600
C (-3.997184, -0.470455, -0.720297)  -0.4384
N (-3.147750, -0.116913, 0.153236)  0.1587
N (-3.624187, -1.249052, -1.822105)  0.1180
C (-2.345647, -1.406721, -2.348417)  -0.5342
N (-2.212424, -2.650167, -2.957254)  0.1314
N (-1.483937, -0.471390, -2.328755)  0.0955
H (-6.986215, 0.230491, 0.515984)  0.0899
H (-5.619507, 1.349407, 0.675727)  0.0914
H (-5.536673, -0.272628, 1.393873)  0.0853
H (-7.061183, 0.209742, -1.828905)  0.0856
H (-5.622829, -0.145072, -2.787793)  0.0779
H (-5.756992, 1.406094, -1.949511)  0.0914
H (-3.560963, 0.460683, 0.879691)  0.0267
H (-4.320559, -1.895873, -2.150240)  0.1385
H (-2.564809, -3.428310, -2.418862)  0.0965
H (-1.286491, -2.827901, -3.315006)  0.0936
H (-0.602770, -0.792727, -2.723642)  0.0489
C (4.164696, 4.886022, 5.852665)  -0.0491
C (3.475090, 3.724436, 5.149896)  -0.4232
C (3.578916, 2.468755, 6.043998)  0.0009
C (2.000763, 3.995138, 4.889294)  -0.0905
C (1.237532, 4.920008, 5.584432)  -0.0112
C (-0.127089, 5.043774, 5.350135)  -0.0662
C (-0.732015, 4.263454, 4.380674)  -0.0879
C (0.009616, 3.354842, 3.628468)  -0.2667
P (-0.705603, 2.422867, 2.215602)  1.1101
C (-1.317261, 3.763532, 1.121523)  -0.3684
C (-0.956892, 5.103318, 1.227695)  -0.0819
C (-1.400082, 6.030445, 0.289625)  -0.0824
C (-2.207741, 5.631484, -0.763276)  -0.0910
C (-2.561329, 4.292722, -0.887965)  -0.0792
C (-2.113006, 3.367438, 0.039734)  -0.1053
C (-2.269898, 1.777409, 2.932018)  -0.3738
C (-2.252201, 0.451824, 3.370470)  -0.0962
C (-3.385302, -0.122798, 3.932210)  -0.0714
C (-4.551003, 0.620267, 4.054623)  -0.0945
C (-4.587177, 1.934068, 3.600206)  -0.0936
C (-3.455471, 2.507702, 3.037362)  -0.1031
C (1.363122, 3.214661, 3.926546)  -0.1993
O (2.081586, 2.265988, 3.239761)  -0.0128
C (3.395923, 2.568676, 2.949826)  -0.2026
C (3.948031, 1.990489, 1.810870)  -0.2595
C (5.250426, 2.354349, 1.477959)  -0.0873
C (5.963011, 3.248257, 2.263522)  -0.0674
C (5.404603, 3.745170, 3.434230)  -0.0163
C (4.116801, 3.389500, 3.810159)  -0.0949
P (2.968437, 0.682518, 0.944645)  1.1270
C (3.605510, -0.764608, 1.876553)  -0.3552
C (4.963766, -1.033965, 2.047198)  -0.0913
C (5.374261, -2.135133, 2.780202)  -0.0812
C (4.431582, -2.977110, 3.362489)  -0.0808
C (3.079840, -2.710465, 3.211795)  -0.0642
C (2.669520, -1.606803, 2.471324)  -0.0884
C (3.853258, 0.602229, -0.660014)  -0.3835
C (4.389461, -0.565835, -1.192868)  -0.0917
C (4.940964, -0.572889, -2.469264)  -0.0803
C (4.964610, 0.585897, -3.229406)  -0.0947
C (4.426118, 1.757698, -2.710714)  -0.0870
C (3.869247, 1.761043, -1.441232)  -0.1137
H (3.708015, 5.070288, 6.825264)  0.0807
H (4.113080, 5.802437, 5.261617)  0.1020
H (5.211990, 4.647167, 6.038247)  0.0822
H (3.096245, 2.655113, 7.005583)  0.0932
H (4.627178, 2.217580, 6.216418)  0.0944
H (3.094187, 1.611374, 5.575400)  0.0941
H (1.702291, 5.548848, 6.332091)  0.1072
H (-0.710902, 5.755525, 5.918944)  0.1045
H (-1.791475, 4.373226, 4.182647)  0.1030
H (-0.325641, 5.431967, 2.043125)  0.0986
H (-1.110632, 7.069215, 0.386809)  0.1024
H (-2.552452, 6.355844, -1.490094)  0.1005
H (-3.175516, 3.967931, -1.718626)  0.1023
H (-2.379271, 2.320925, -0.080058)  0.0787
H (-1.359297, -0.153079, 3.247418)  0.0952
H (-3.354271, -1.155631, 4.253042)  0.0896
H (-5.436628, 0.174200, 4.490365)  0.1040
H (-5.499807, 2.511948, 3.682763)  0.1039
H (-3.496422, 3.526034, 2.666842)  0.1045
H (5.705144, 1.937603, 0.587273)  0.1041
H (6.967434, 3.536297, 1.981730)  0.1032
H (5.990768, 4.402786, 4.062333)  0.1056
H (5.704599, -0.376049, 1.606256)  0.1033
H (6.430962, -2.338284, 2.902839)  0.1010
H (4.754533, -3.840119, 3.930788)  0.1017
H (2.339408, -3.365663, 3.654308)  0.1094
H (1.611860, -1.415704, 2.333337)  0.0829
H (4.368909, -1.479923, -0.613488)  0.0975
H (5.352961, -1.491223, -2.868802)  0.1018
H (5.395857, 0.578184, -4.222395)  0.0989
H (4.434421, 2.666709, -3.298628)  0.1010
H (3.442631, 2.676721, -1.044544)  0.1081

Atoms 1-2, force components in eV/Å:
-0.3234 0.8420 -0.2578
-0.0318 0.0751 0.0138

Record 2
Computed, not measured: a molecular structure, C20H36AgBr2Cl3F6FeNO8S2 in a non-equilibrium geometry, with ωB97M-V with the def2-TZVPD basis set.

Values from the calculation:
Charge = +1
E_LUMO (spin up / spin down) = -4.86 / -5.63 eV
E = -10774.68545 Eh
HOMO level (spin up / spin down) = -11.4 / -11.4 eV
2S+1 = 5
<S²> = 6.01
Orbital gap (spin up / spin down) = 6.6 / 5.8 eV

Each line ends with the Löwdin charge.
CARTESIAN COORDINATES (ANGSTROEM)
Ag (16.528880, 12.226850, 20.262110)  0.8439
Fe (18.989590, 14.156770, 17.708220)  1.1350
C (17.563760, 15.044080, 21.650780)  -0.0714
C (18.704570, 14.480680, 20.806570)  -0.6005
C (19.671110, 13.829830, 21.752710)  -0.0707
O (18.265330, 13.761090, 19.700530)  -0.3802
H (17.099550, 14.273420, 22.266160)  0.0506
H (16.743030, 15.340060, 20.997400)  0.0716
H (17.776360, 15.897340, 22.294870)  0.0512
H (19.299250, 15.316580, 20.438140)  0.0988
H (19.193720, 13.134190, 22.442830)  0.0285
H (20.131100, 14.628530, 22.334610)  0.0835
H (20.474230, 13.289830, 21.251210)  0.0642
C (22.698270, 13.807350, 19.054380)  -0.6079
F (22.718860, 12.895830, 20.043010)  0.1524
F (22.138350, 14.876520, 19.576120)  0.0891
F (23.892240, 14.266170, 18.669920)  0.1571
S (21.642990, 13.095960, 17.577350)  0.6440
O (22.436900, 12.342240, 16.676150)  -0.2063
O (20.717910, 12.266370, 18.257370)  -0.2942
N (20.724080, 14.422350, 16.869460)  -0.4176
S (21.797990, 14.972600, 15.799820)  0.6348
O (23.155260, 15.176110, 16.292510)  -0.2668
O (21.605330, 14.307460, 14.512040)  -0.2562
C (21.223960, 16.861100, 15.633500)  -0.5936
F (21.821690, 17.444930, 14.582340)  0.1588
F (19.927960, 16.797510, 15.332430)  0.1165
F (21.515560, 17.492990, 16.792840)  0.1183
C (20.271990, 18.729920, 20.484480)  -1.5567
Cl (21.650830, 17.702670, 20.274910)  0.5926
Cl (20.806930, 20.402210, 20.710650)  0.5472
Cl (19.214240, 18.244150, 21.835800)  0.5410
H (19.642230, 18.664350, 19.597230)  0.0131
C (15.581580, 11.523960, 24.837760)  -0.1652
C (17.042790, 11.210750, 24.615380)  -0.1716
C (17.021660, 10.690810, 23.190360)  -0.1427
O (16.003080, 11.595120, 22.591170)  -0.2239
C (15.224870, 12.178270, 23.561980)  -0.2678
H (15.369410, 12.243240, 25.628770)  0.1302
H (14.918220, 10.710840, 25.132540)  0.1282
H (17.496020, 10.473370, 25.277910)  0.1094
H (17.610160, 12.137090, 24.705300)  0.1148
H (16.606090, 9.683210, 23.202950)  0.1234
H (17.875770, 10.572520, 22.523580)  0.0951
H (14.138080, 12.110870, 23.512570)  0.1324
H (15.447340, 13.245220, 23.546720)  0.1139
C (13.596350, 18.672650, 22.072860)  -0.1696
C (13.362070, 17.531540, 22.954730)  -0.2390
C (13.403780, 16.343480, 22.074840)  -0.2153
O (13.113950, 16.829410, 20.754980)  -0.1712
C (12.733110, 18.235450, 20.853990)  -0.1442
H (14.619380, 18.718800, 21.699520)  0.1181
H (13.347160, 19.591130, 22.604270)  0.1221
H (12.415410, 17.547580, 23.494800)  0.1226
H (14.106760, 17.644990, 23.742560)  0.1207
H (12.665540, 15.607900, 22.394240)  0.1211
H (14.444760, 16.020820, 22.093580)  0.1005
H (11.665720, 18.083940, 21.014710)  0.1227
H (13.014000, 18.729280, 19.923760)  0.1169
C (22.324990, 16.363180, 25.762440)  -0.1131
C (22.424630, 15.739080, 27.186020)  -0.1770
C (21.162710, 15.038130, 27.463780)  -0.2255
O (20.516640, 14.956190, 26.186300)  -0.1701
C (21.318420, 15.396260, 25.088770)  -0.1935
H (23.323650, 16.222590, 25.348920)  0.1046
H (22.048850, 17.416880, 25.722920)  0.1124
H (22.507270, 16.480200, 27.981010)  0.1133
H (23.173650, 15.001880, 27.475200)  0.1143
H (20.432170, 15.601810, 28.044010)  0.1198
H (21.306540, 14.082130, 27.967250)  0.1119
H (20.682290, 15.919880, 24.375140)  0.1006
H (21.781660, 14.519590, 24.636050)  0.1051
Br (20.699190, 11.119540, 23.888450)  0.6826
C (21.349610, 11.075370, 25.765050)  -0.6073
C (20.238210, 10.428340, 26.597990)  -0.6650
Br (20.790070, 9.650920, 28.394180)  0.5638
H (21.648600, 12.070280, 26.094990)  0.0456
H (22.286480, 10.523380, 25.840420)  0.0592
H (19.901440, 9.569300, 26.017690)  0.0224
H (19.351370, 11.061690, 26.620070)  0.0444

Atoms 1-2, force components in eV/Å:
0.4961 0.5004 0.7106
-0.2221 -0.8493 2.9695

Record 3
Computed, not measured: a molecular structure, C33H26N6PdS2, with ωB97M-V with the def2-TZVPD basis set.

Values from the calculation:
Charge = 0
E_LUMO = -0.53 eV
E = -2525.94818 Eh
HOMO level = -7.4 eV
Energy relative to the best compared isomer or geometry (same formula, charge and spin) = 0.00 kJ/mol
Orbital gap = 6.9 eV

Each line ends with the Löwdin charge.
CARTESIAN COORDINATES (ANGSTROEM)
Pd (1.136639, 0.126058, -0.813037)  0.9325
N (-2.886162, -2.192598, 0.300490)  0.0666
C (-1.941811, -1.201082, 0.464982)  -0.9744
S (-0.878946, -1.268052, 1.798094)  0.5176
N (-1.990338, -0.271406, -0.469527)  -0.0249
N (-0.934588, 0.583288, -0.487014)  -0.0777
C (-1.189897, 1.845258, -0.484184)  -0.1883
C (-2.556219, 2.387866, -0.283648)  -0.1936
C (-3.231370, 2.116193, 0.903497)  -0.0177
C (-4.501725, 2.629069, 1.108562)  -0.0686
C (-5.110539, 3.401667, 0.127330)  -0.0865
C (-4.444611, 3.664856, -1.060202)  -0.0804
C (-3.166745, 3.162498, -1.263672)  -0.0452
C (-0.033369, 2.750929, -0.606078)  -0.1772
C (-0.158328, 4.132024, -0.509814)  0.0084
C (0.972704, 4.923860, -0.591756)  -0.0407
C (2.206341, 4.321857, -0.763533)  -0.0379
C (2.265414, 2.943194, -0.841700)  -0.0832
N (1.177666, 2.174131, -0.763246)  0.0045
H (-3.114431, -2.711024, 1.131228)  0.0504
H (-3.660275, -1.950289, -0.300165)  0.0904
H (-2.752468, 1.501652, 1.657115)  0.1099
H (-5.020932, 2.420980, 2.034998)  0.1051
H (-6.105365, 3.796480, 0.288311)  0.1015
H (-4.919919, 4.258520, -1.830284)  0.1022
H (-2.646506, 3.360903, -2.193708)  0.1205
H (-1.135871, 4.564431, -0.361525)  0.1157
H (0.889629, 6.000022, -0.515978)  0.1144
H (3.117532, 4.898532, -0.828231)  0.1114
H (3.205213, 2.426145, -0.968342)  0.1079
C (5.859906, 0.452466, 2.016434)  -0.0857
C (4.472253, 0.470476, 2.279249)  -0.0786
C (3.576201, 0.319783, 1.259471)  -0.0641
C (4.013330, 0.140002, -0.081874)  -0.2283
C (3.088797, -0.013165, -1.161232)  -0.2692
C (3.577618, -0.198225, -2.428092)  -0.1173
C (4.969716, -0.223804, -2.685325)  -0.0877
C (5.864378, -0.065438, -1.668392)  -0.0496
C (5.408277, 0.118227, -0.339062)  -0.1755
C (6.312852, 0.280038, 0.740800)  -0.0412
H (6.562171, 0.573483, 2.831297)  0.1003
H (4.118842, 0.600824, 3.294051)  0.1028
H (2.509703, 0.325434, 1.464214)  0.0916
H (2.894310, -0.325099, -3.260468)  0.0893
H (5.320336, -0.370444, -3.699728)  0.0996
H (6.930982, -0.081621, -1.858980)  0.1076
H (7.376511, 0.262212, 0.532677)  0.1096
S (0.229075, -6.314562, 0.040406)  1.0129
C (0.570176, -4.613755, -0.337502)  -0.5270
C (1.693544, -3.992351, 0.185177)  -0.0518
C (1.896572, -2.650737, -0.072701)  -0.1057
N (1.048630, -1.928406, -0.810565)  -0.0630
C (-0.007156, -2.539961, -1.357843)  -0.1291
C (-0.281177, -3.876265, -1.146022)  -0.0602
C (-1.120741, -6.123646, 1.176783)  -0.5054
C (-1.396531, -4.940332, 1.849648)  -0.0876
C (-2.450557, -4.934498, 2.749517)  -0.1490
N (-3.216017, -5.991005, 3.018456)  0.0551
C (-2.934103, -7.114387, 2.364602)  -0.1548
C (-1.910258, -7.235588, 1.438286)  -0.1027
H (2.383607, -4.531452, 0.818365)  0.1154
H (2.746703, -2.128637, 0.340580)  0.1062
H (-0.669505, -1.923775, -1.948548)  0.1093
H (-1.163463, -4.321364, -1.582928)  0.1209
H (-0.834451, -4.028209, 1.691922)  0.0411
H (-2.677229, -4.021199, 3.289871)  0.1049
H (-3.564541, -7.969156, 2.583978)  0.1041
H (-1.741385, -8.174929, 0.927916)  0.1003

Atoms 1-2, force components in eV/Å:
0.0379 -0.0175 0.0771
-0.0141 0.0386 -0.0012